A:
2 unconnected molecules or ions with the total composition C5H14. Source: the OMol25 dataset; level of theory: wB97M-V/def2-TZVPD.

**Kohn-Sham gap (spin up / spin down)**: 0.1048 / 0.4409 Ha
**LUMO level (spin up / spin down)**: 4.4128 / 4.3248 eV
**Spin multiplicity**: 2
**Total charge**: -1

Last column: Mulliken charge in e.
Element x y z (Å)
C  2.51441  0.30873  0.82020  -1.173
C  2.42894  -1.09271  1.45608  -2.137
H  1.55284  0.54981  0.34819  -0.216
H  2.49886  1.04820  1.63730  0.492
H  3.39334  0.37763  0.19241  0.751
H  1.97044  -1.80285  0.76574  0.720
H  3.45183  -1.45851  1.63038  0.332
H  1.81137  -1.09719  2.35326  0.727
C  -1.46666  0.63941  -1.25307  0.040
C  -1.76857  -0.85945  -1.44371  -2.131
C  -2.01396  1.16962  0.08370  -2.035
H  -0.40142  0.83432  -1.34046  0.096
H  -1.99180  1.17864  -2.04739  0.595
H  -0.88786  -1.44760  -1.72475  0.767
H  -2.51031  -0.98554  -2.22661  0.266
H  -2.16817  2.26197  0.06547  0.491
H  -2.97302  0.69670  0.30009  0.572
H  -2.12706  -1.35319  -0.54106  0.534
H  -1.31317  1.03202  0.92422  0.309

B:
2 unconnected molecules or ions with the total composition C5H14. Source: the OMol25 dataset; level of theory: wB97M-V/def2-TZVPD.

**Kohn-Sham gap (spin up / spin down)**: 0.0976 / 0.4305 Ha
**LUMO level (spin up / spin down)**: 4.1359 / 4.3114 eV
**Spin multiplicity**: 2
**Total charge**: -1

Last column: Mulliken charge in e.
Element x y z (Å)
C  2.39472  0.30407  0.39467  -0.848
C  1.03279  0.63016  0.91785  -0.163
C  2.06541  -0.99135  -0.50000  -2.310
H  3.05772  -0.05768  1.30533  0.243
H  2.91848  1.04738  -0.04213  0.672
H  0.91352  0.31714  2.01240  0.374
H  0.83949  1.66006  0.88479  0.748
H  2.89807  -1.35597  -0.93232  1.194
H  1.33054  -0.64732  -1.32110  0.167
H  0.16404  0.20256  0.38538  -0.808
H  1.50801  -1.56902  0.16967  0.434
C  -3.06059  0.64655  -0.68756  -1.522
C  -2.11445  -0.57486  -0.15290  -1.431
H  -3.44837  1.28752  0.15709  0.473
H  -2.39637  1.39410  -1.20876  0.454
H  -3.91669  0.32327  -1.30518  0.393
H  -1.68255  -0.60557  0.84377  0.093
H  -2.93980  -1.40668  -0.06222  1.059
H  -1.15335  -0.67718  -0.71908  -0.222

The energy of each structure relative to the most stable one, in kJ/mol, is as follows: A 0.0; B 158.2.

A:
2 unconnected molecules or ions with the total composition C3H9OS. Source: the OMol25 dataset; level of theory: wB97M-V/def2-TZVPD.

**Kohn-Sham gap**: 0.2554 Ha
**LUMO level**: 4.1662 eV
**Total charge**: -1

Last column: Mulliken charge in e.
Element x y z (Å)
C  -2.20829  -0.68642  0.54696  -0.727
S  -1.88356  1.24500  0.36237  -0.663
H  -1.32501  -1.10954  1.00200  0.191
H  -3.07737  -0.89537  1.13837  0.303
H  -2.25816  -1.03304  -0.50882  0.149
C  1.51430  0.78590  -0.04492  -0.219
O  0.95254  0.58344  1.27147  -0.539
C  1.22573  -0.38585  -0.97421  -0.833
H  1.18781  1.68820  -0.61328  0.206
H  2.56862  0.96681  0.30487  0.275
H  -0.04342  0.79215  1.08551  0.103
H  0.23384  -0.17828  -1.42745  0.184
H  2.00207  -0.54716  -1.78370  0.306
H  1.11090  -1.22585  -0.35918  0.264

B:
2 unconnected molecules or ions with the total composition C3H9OS. Source: the OMol25 dataset; level of theory: wB97M-V/def2-TZVPD.

**Kohn-Sham gap**: 0.2172 Ha
**LUMO level**: 3.6040 eV
**Total charge**: -1

Last column: Mulliken charge in e.
Element x y z (Å)
C  -0.58114  -2.81348  -1.36519  -0.626
O  -1.08128  -1.87930  -2.33751  -0.540
H  0.38520  -2.89674  -0.83303  0.284
H  -1.47913  -2.95110  -0.63396  0.237
H  -0.61736  -3.72851  -1.85727  0.301
C  0.34325  2.67704  1.08194  -1.237
C  0.75278  1.14943  0.99265  -0.213
S  -0.14791  0.21169  2.30688  -0.692
H  0.82018  2.91128  2.01361  0.288
H  -0.71521  2.92801  1.13804  0.296
H  0.75399  3.35177  0.46344  0.465
H  0.42492  0.81276  -0.02638  -0.073
H  1.90804  1.12551  1.09424  0.179
H  -0.76633  -0.89835  -2.03746  0.331

The energy of each structure relative to the most stable one, in kJ/mol, is as follows: A 0.0; B 132.5.